21
Properties=species:S:1:pos:R:3:forces:R:3:lowdin_charge:R:1 method="wB97M-V/def2-TZVPD" homo_ev=-9.31 smiles="CC[C@@H](C=O)NC.O" fmax_ha_per_bohr=0.024
H 0.6801 -0.3317 2.2323 -0.2 -0.1 -0.1 0.060
H 0.3535 1.6021 -0.5907 -0.2 0.2 0.7 0.152
C 1.5554 -0.0119 0.2373 -0.4 0.0 0.3 -0.193
C -1.9021 1.1736 0.4060 0.1 -0.2 -0.5 -0.095
N -0.9586 0.0907 0.1355 -0.6 -0.2 0.2 -0.116
H -2.7739 0.8078 0.9458 0.3 0.0 0.4 0.083
H -1.3841 2.0046 0.8980 -0.4 0.1 0.2 0.082
C 0.2875 0.5136 -0.4523 0.6 -0.3 -1.0 -0.346
O 1.2925 0.0630 -2.6236 0.1 -0.1 0.0 0.069
H 2.3887 -0.4335 2.2058 0.2 0.2 -0.2 0.075
C 1.5540 0.1041 1.7543 0.1 0.4 0.3 -0.099
H 1.6478 -1.0671 -0.0065 0.2 -0.2 -0.2 0.112
H -0.7006 -0.1358 -2.3294 0.0 -0.1 -0.1 0.126
C 0.3105 0.0941 -1.9369 -0.2 0.2 0.4 -0.233
O -1.3210 -2.6888 -1.1260 0.0 0.5 0.3 -0.078
H -0.3916 -2.6690 -1.3816 -0.1 -0.1 0.0 0.023
H -2.3244 1.5130 -0.5385 0.2 0.3 -0.1 0.078
H -1.4695 -1.8275 -0.6785 0.2 -0.4 -0.4 0.004
H 1.5882 1.1471 2.0857 0.1 -0.1 0.0 0.080
H -0.8283 -0.4779 0.9607 0.2 0.2 0.0 0.097
H 2.3960 0.5293 -0.1974 0.1 -0.3 0.0 0.119

---

21
Properties=species:S:1:pos:R:3:forces:R:3:lowdin_charge:R:1 method="wB97M-V/def2-TZVPD" homo_ev=-9.56 smiles=CC(C)(O)C[C@@H](N)O fmax_ha_per_bohr=0.073
N -1.6933 1.3091 1.0288 -0.5 -0.2 -0.7 0.079
H 2.3055 -1.1567 -0.7407 -0.1 -0.1 0.0 0.088
H -0.2287 -0.9793 1.5572 0.1 0.3 0.0 0.130
H 1.2622 -2.4704 -0.1539 0.0 0.2 0.0 0.089
H 1.1460 1.1402 -1.4626 0.0 0.0 0.0 0.091
C 1.3213 -1.6252 -0.8469 0.1 -0.1 0.0 -0.053
H -1.0824 -1.7056 -1.6105 0.0 0.2 0.4 0.100
H -0.9217 1.4416 3.0802 0.4 0.1 0.0 0.063
H 1.2530 -2.0411 -1.8596 0.0 0.1 0.0 0.082
C -0.3010 1.1567 1.2260 1.0 -0.4 3.5 -0.421
H -1.8908 1.8612 0.1992 -0.1 0.0 0.3 0.083
H -2.1428 0.4018 0.9069 0.1 0.2 0.0 0.091
C 0.1989 -0.6176 -0.5844 0.6 -0.5 1.3 -0.574
H 0.3017 0.1061 -2.6288 0.1 -0.1 0.2 0.087
O -1.0619 -1.2790 -0.7366 -0.2 -0.2 -0.1 -0.051
H -0.6342 1.1343 -1.5811 0.2 0.0 0.2 0.073
H 1.3592 -0.1827 1.2764 -0.2 0.0 0.1 0.120
O -0.0361 1.2231 2.7474 -0.9 0.7 -1.5 -0.104
H 0.2801 1.9683 0.7863 -0.2 0.0 -0.1 0.141
C 0.3007 -0.1955 1.0050 -0.2 -0.6 -3.7 -0.071
C 0.2642 0.5108 -1.6084 0.0 0.3 0.1 -0.042

---

21
Properties=species:S:1:pos:R:3:forces:R:3:lowdin_charge:R:1 method="wB97M-V/def2-TZVPD" homo_ev=-8.44 smiles=CCON[C@@H](C)CO fmax_ha_per_bohr=0.041
C 1.5133 -0.8552 -1.3043 -0.8 0.5 0.3 -0.103
O 0.3818 0.6270 2.5519 0.0 0.3 0.4 -0.062
H 0.8792 0.8451 -2.4462 0.2 0.1 0.1 0.102
H -1.9554 0.4219 1.6549 0.1 0.0 0.0 0.145
H 0.9310 -0.0292 0.7080 -0.2 -0.1 0.0 0.060
H -0.5931 2.1583 0.8091 0.3 -0.2 -0.3 0.121
C 0.1304 -0.1786 1.4211 -1.4 -0.6 -0.1 -0.220
C -1.8519 -0.7520 -0.1803 0.0 0.1 0.3 -0.046
C 1.0319 0.6246 -1.3911 -0.5 1.1 -0.1 -0.135
H 2.1103 -1.0348 -2.1980 -0.1 0.1 -0.1 0.075
H 0.0853 -1.2393 1.7010 0.1 0.0 0.0 0.120
H -1.3627 -0.6354 -1.1414 0.0 -0.1 0.0 0.062
H 0.6964 -1.5713 -1.2927 0.0 -0.1 0.0 0.066
H 1.3204 0.5791 2.7610 -0.1 0.0 0.0 0.089
N -1.0512 1.5140 0.1619 -0.3 0.4 0.3 -0.063
H 2.1554 -1.0470 -0.4472 -0.1 0.0 0.1 0.063
H -1.7156 -1.7712 0.1742 0.0 -0.1 0.0 0.077
O -0.3455 1.3928 -1.0220 1.3 -1.0 -1.3 -0.202
H 1.8318 1.2666 -1.0119 -0.2 0.1 0.1 0.102
H -2.9130 -0.5666 -0.3206 -0.1 0.0 0.0 0.080
C -1.2787 0.2510 0.8126 2.0 -0.5 0.4 -0.331

---

21
Properties=species:S:1:pos:R:3:forces:R:3:lowdin_charge:R:1 method="wB97M-V/def2-TZVPD" homo_ev=-7.82 fmax_ha_per_bohr=0.065
C 1.4644 0.8523 -0.0329 -2.3 0.2 2.4 -0.469
O 1.2174 0.5640 -1.2821 -1.6 -0.4 -1.8 -0.198
H -0.8303 1.6386 0.9158 -0.2 -0.4 -0.1 0.026
H 2.5931 0.2070 1.7040 0.0 0.0 0.0 0.067
H 0.5019 1.3024 1.9747 -0.1 0.1 0.3 0.018
O -2.7704 -0.0915 -0.0260 0.5 0.0 -0.2 0.100
H 2.0277 -1.1098 0.6586 0.0 -0.1 0.0 0.066
C -0.1003 0.8725 1.1755 2.9 0.6 -0.5 -0.060
H -1.4927 -2.3160 -1.3726 0.0 0.1 0.1 0.104
H 3.3708 -0.0909 0.1352 0.0 0.0 0.0 0.075
H 0.0628 -1.5152 -0.9787 0.0 0.0 -0.1 0.085
H 1.6912 1.9137 0.1567 0.2 -0.1 0.0 0.107
C -0.9764 -1.6406 -0.6843 0.1 0.3 0.4 0.011
H -1.0056 -2.0540 0.3223 -0.1 -0.1 0.0 0.088
H -1.8593 1.4124 -1.6339 0.0 0.0 0.1 0.120
C 2.4194 -0.0937 0.6724 0.0 0.2 -0.2 -0.087
H -0.0572 0.6578 -1.6658 1.1 -0.2 0.6 0.106
H -0.4721 -0.0547 1.6177 -0.3 -0.1 -0.5 0.019
N -1.3018 0.5659 -1.6321 0.3 -0.7 0.9 0.175
H -2.8289 -0.7094 0.7133 0.0 -0.1 -0.1 0.124
C -1.6537 -0.3106 -0.7378 -0.5 0.6 -1.2 -0.476

---

21
Properties=species:S:1:pos:R:3:forces:R:3:lowdin_charge:R:1 method="wB97M-V/def2-TZVPD" homo_ev=-7.47 fmax_ha_per_bohr=0.111
H 1.5273 0.0868 -0.9263 1.1 -0.4 1.0 0.012
O 2.8613 -0.7316 -0.1922 -0.8 1.2 -0.8 -0.428
H -1.3530 -2.3324 -0.2139 -0.2 0.4 0.2 0.120
H 3.4256 -0.2427 -0.8054 0.3 -0.2 0.2 -0.095
C 0.4745 -1.7066 0.7358 -1.5 1.0 2.8 -0.120
H 1.0709 2.2063 -0.2249 -1.3 -0.2 -0.4 0.165
C -1.1071 1.5971 -0.2337 0.3 -1.9 4.0 0.143
H -0.4936 0.8725 1.4810 -0.6 -0.6 -0.4 0.131
C -1.8211 -0.5860 0.9974 -2.4 -0.2 -1.3 -0.202
H 0.2998 -2.4429 1.5719 0.6 0.6 -0.6 0.095
H 0.1033 2.3679 -1.8463 -0.1 -0.1 1.7 0.144
H -1.8931 2.2831 -0.4423 -1.0 -0.1 -1.2 0.114
H -2.8435 -0.5249 0.5063 0.9 -0.7 0.8 0.136
C 0.2337 1.7807 -0.8754 1.8 -1.2 -1.7 -0.174
H 1.2245 -2.0216 0.0620 0.6 -0.4 -0.7 0.037
H -0.6498 -0.7615 -0.7387 -0.5 -0.6 0.0 0.081
N -1.4276 0.8290 1.0088 4.2 2.9 -2.6 0.035
O 0.7893 0.5180 -1.4585 -1.9 1.7 0.5 -0.124
C -0.8799 -1.3982 0.1323 0.5 -0.3 -1.3 -0.268
H 0.8557 -0.7275 1.1658 0.0 -1.3 -0.2 0.073
H -1.8852 -0.9790 2.0155 -0.1 0.4 0.0 0.126

---

21
Properties=species:S:1:pos:R:3:forces:R:3:lowdin_charge:R:1 method="wB97M-V/def2-TZVPD" homo_ev=-9.03 smiles=OC[C@@H]1CCCN1.O fmax_ha_per_bohr=0.057
H 0.5231 -1.3116 1.6801 0.3 0.2 0.2 0.108
H 2.2076 1.1564 -0.1044 0.5 -0.3 0.1 0.097
H -0.4326 1.5539 1.9416 0.4 0.4 0.6 0.107
H -1.3304 -0.0382 -1.2037 0.3 0.0 -0.3 0.114
H -1.2288 -1.9007 0.4737 -0.7 -0.1 0.1 0.092
O -0.5914 -2.6215 -2.1465 0.1 -0.2 -0.4 -0.054
H 1.4782 0.2235 -1.4649 0.1 -0.4 0.2 0.100
H 0.7427 2.7225 -1.6913 -0.1 0.1 -0.1 0.059
N -0.6037 -0.2017 -0.5155 -0.9 1.0 0.8 -0.045
C 0.0299 1.0694 -0.0571 2.2 -1.8 -0.7 -0.274
C 0.2651 0.8683 1.4707 -1.3 -0.1 -0.7 -0.128
H -2.2164 -0.4078 0.8612 -0.3 -0.2 0.1 0.112
C -0.2452 -0.5436 1.7913 0.0 -0.3 -0.9 -0.167
H -0.7095 -0.6632 2.7648 0.1 0.2 0.2 0.104
H 1.3068 1.0478 1.6964 0.0 0.2 0.5 0.099
H -0.7998 -3.0371 -1.3146 -0.4 -0.3 0.4 0.010
H -0.4671 2.0128 -0.2868 -0.5 -0.1 0.1 0.131
O 1.5627 2.2261 -1.6955 0.0 0.0 0.2 -0.084
C 1.4061 1.0878 -0.8234 -0.8 1.5 -0.3 -0.185
H 0.3379 -2.4154 -2.0272 0.2 0.3 -0.2 0.030
C -1.2349 -0.8275 0.6513 0.9 0.1 0.1 -0.222

---

21
Properties=species:S:1:pos:R:3:forces:R:3:lowdin_charge:R:1 method="wB97M-V/def2-TZVPD" homo_ev=-8.33 smiles="C=C(N)CCCO.O" fmax_ha_per_bohr=0.031
H -2.0407 1.8559 -1.8860 0.4 0.1 0.0 0.051
H -2.5497 0.2621 -1.3020 0.0 -0.3 0.5 0.037
C 0.2502 -1.4653 -0.0379 -0.9 0.8 -0.2 -0.164
H -0.7687 -2.1950 -1.9093 0.6 0.3 0.0 0.114
H 1.0823 -1.2077 -0.6658 0.8 -0.3 -0.3 0.107
H 0.5762 0.1926 1.0780 0.1 0.9 -0.1 0.100
H -2.4057 -1.5014 -0.4767 0.1 -0.2 0.0 0.040
O 3.6854 1.7937 2.5121 0.1 0.2 1.0 -0.069
N 0.3779 1.9005 -0.8333 0.2 -0.4 0.2 0.087
C -1.7853 1.0198 -1.2431 0.0 -0.2 -0.5 0.026
C -0.5950 0.9184 -0.6304 -0.6 1.1 0.5 -0.413
H 0.5923 -2.0028 0.8422 0.1 -0.1 0.0 0.110
C -0.6757 -2.3674 -0.8364 -1.5 -0.2 0.5 -0.235
H 0.9571 2.0948 -0.0325 0.0 0.0 0.0 0.078
H 2.8149 2.1065 2.7729 -0.3 0.0 -0.3 0.023
H -0.3277 -3.3786 -0.6676 0.0 -0.3 -0.3 0.107
H 4.1363 1.8792 3.3717 0.2 -0.2 -0.6 0.044
H 0.0762 2.7353 -1.3050 -0.1 0.0 -0.1 0.086
O -2.0472 -2.3896 -0.3493 0.6 0.2 0.2 -0.092
H -1.0846 -0.1766 1.1495 -0.5 -0.1 -0.1 0.112
C -0.2683 -0.0744 0.4492 0.5 -1.5 -0.3 -0.149

---

21
Properties=species:S:1:pos:R:3:forces:R:3:lowdin_charge:R:1 method="wB97M-V/def2-TZVPD" homo_ev=-9.82 smiles="CC[C@@H](C)NC=O.O" fmax_ha_per_bohr=0.113
C -0.9371 -1.1615 -0.4114 -2.1 0.1 1.8 -0.190
N -1.3767 1.1361 0.4714 -0.5 -0.1 -1.5 0.040
H -2.1250 -1.1246 -0.3656 2.3 0.3 0.0 0.140
H 0.1743 -0.0951 1.0903 0.4 -0.3 1.7 0.114
H 2.4199 -1.5592 -1.2243 0.3 -0.7 -1.0 0.016
H -0.7696 -2.4804 1.2097 -1.5 0.0 5.3 0.002
C -0.6303 -2.5259 0.2470 1.9 -0.5 -5.5 -0.092
O -0.0491 2.4552 1.8105 2.5 0.0 1.3 0.061
O 2.7049 -2.0774 -2.0166 1.1 1.0 0.9 -0.097
H -1.2511 -3.2486 -0.2956 -0.1 0.0 0.6 0.080
C 0.8037 0.7122 -0.7053 -0.7 2.1 -0.6 -0.053
H -0.7058 -1.1797 -1.4278 0.4 -0.2 -1.8 0.068
H 0.5169 0.8114 -1.7845 0.0 -0.3 0.9 0.097
H 3.6726 -1.8588 -2.0995 -1.5 -0.4 0.1 0.061
H -1.8091 2.9807 1.1710 -1.7 1.5 0.0 0.102
C -0.2997 0.1374 0.1875 -1.3 -0.6 -1.6 -0.357
H 0.9409 1.7582 -0.3291 0.3 -0.8 -0.4 0.080
C -1.0424 2.2717 1.2044 -1.8 -2.0 -2.0 -0.397
H 0.3939 -2.9951 0.1817 -0.5 1.1 -0.5 0.091
H -2.2126 1.1669 -0.2401 2.4 0.1 2.1 0.179
H 1.7793 0.2454 -0.6702 0.0 -0.4 0.3 0.053

---

21
Properties=species:S:1:pos:R:3:forces:R:3:lowdin_charge:R:1 method="wB97M-V/def2-TZVPD" homo_ev=-9.35 smiles="CC(N)(O)O.C=CC" fmax_ha_per_bohr=0.075
C 0.1676 -1.7256 0.5416 3.2 0.1 -0.8 -0.008
H -2.8095 2.2781 1.0559 0.2 0.3 -0.1 0.061
H -0.7989 0.0487 0.3751 -0.6 2.0 -0.1 0.052
O 2.6136 -1.4259 0.8209 0.6 0.2 0.6 0.023
H -1.8900 1.1977 2.2143 0.1 -0.1 0.1 0.056
C 1.5868 -0.7812 0.1537 -3.3 -2.0 -0.2 -0.718
C -1.3399 1.0311 0.1929 -0.5 -1.8 0.0 -0.277
H -0.6315 -1.7322 -0.1962 -0.2 0.6 0.2 0.057
H -0.0720 -1.5723 1.5918 -0.3 0.2 -0.2 0.074
H 2.9756 -0.8203 1.4789 0.0 0.0 0.0 0.107
H 1.8129 -1.7672 -1.6179 0.4 0.5 -0.3 0.090
H 0.6529 0.9344 0.1819 1.7 -0.9 0.9 0.090
H -0.8036 2.1400 -1.5578 0.0 -0.1 -0.1 0.078
C -2.0191 1.5523 1.2026 -0.1 -0.1 0.1 0.017
H -1.4181 0.5215 -1.8868 0.0 0.1 0.0 0.072
H 2.2432 -0.0542 -1.6781 0.3 -0.6 0.1 0.093
O 1.4719 0.5043 0.5950 -0.7 1.6 -0.4 0.000
N 1.7469 -0.8267 -1.2544 -0.9 0.1 -0.1 0.105
H -2.5315 1.8286 -1.4184 0.0 0.0 0.0 0.074
H 0.5874 -2.7267 0.4523 0.0 -0.2 0.2 0.057
C -1.5447 1.3958 -1.2471 0.2 0.2 -0.1 -0.101

---

21
Properties=species:S:1:pos:R:3:forces:R:3:lowdin_charge:R:1 method="wB97M-V/def2-TZVPD" homo_ev=-6.92 fmax_ha_per_bohr=0.049
C -0.3925 -0.3300 -2.2867 1.1 -1.0 0.2 -0.081
H 0.2441 2.0356 2.9415 -0.2 0.0 0.0 0.026
H 0.3411 -1.1077 -2.4577 -0.1 -0.2 0.2 0.123
H 0.6682 0.5853 2.8349 0.2 0.0 -0.7 -0.004
C 0.0172 -1.3439 0.8569 -0.6 -0.5 0.4 -0.080
H -1.2754 -0.5767 -4.1760 -0.1 -0.1 0.1 0.080
H -1.1217 1.4550 0.3520 0.6 0.4 0.2 0.139
N -1.0077 1.3007 -0.6511 -2.0 -0.1 0.4 0.254
C 0.6169 -0.2312 0.0136 2.5 -0.1 0.0 -0.234
H 1.5641 -0.5791 -0.4191 -0.4 -0.4 -0.4 0.136
O 1.9960 -0.3238 2.4716 -0.1 0.0 0.0 -0.454
H 2.9530 -0.2842 2.4294 0.0 0.2 0.3 -0.095
H 0.8398 -1.6075 1.5349 -0.1 0.1 0.0 0.060
H -1.8748 1.3489 -1.1728 0.1 0.7 -0.1 0.128
C -0.2642 0.3027 -0.9823 0.3 -0.5 -0.1 -0.258
H 1.0379 0.5190 0.6900 -0.6 0.1 0.4 0.098
H -0.7905 -0.9464 1.4748 0.0 0.0 0.0 0.076
H -1.8248 0.8705 -3.1646 -0.5 -0.4 -0.1 0.076
C -1.2657 -0.0616 -3.2273 -0.1 1.4 -0.7 0.083
O -0.1160 1.2011 2.6175 0.2 0.2 0.4 -0.151
H -0.3449 -2.2268 0.3203 0.1 0.2 -0.3 0.077

---

21
Properties=species:S:1:pos:R:3:forces:R:3:lowdin_charge:R:1 method="wB97M-V/def2-TZVPD" homo_ev=-7.79 smiles="C=CC/C=C/N.O.O" fmax_ha_per_bohr=0.078
N -3.2052 -0.2937 1.1664 -2.6 0.9 -1.7 0.025
H -0.4793 -2.8905 1.3502 -1.6 -2.1 2.5 0.003
H -0.0856 2.6962 -1.5190 -0.4 0.7 -0.8 0.082
H 0.3562 0.1572 0.1652 -0.8 1.0 -2.0 0.124
H -0.0605 0.0487 -1.5899 1.0 -0.2 -0.9 0.100
C -1.6541 0.3814 -0.4706 0.8 2.1 0.8 -0.141
C -1.9186 -0.0108 0.7712 0.7 -1.0 1.0 -0.268
C 0.4106 1.9980 -0.9010 1.9 1.2 1.3 -0.184
H -2.4360 0.6909 -1.1758 0.3 -0.5 0.2 0.109
H 3.5518 -1.5990 -1.2661 -0.6 -0.1 -0.4 0.013
H 4.0187 -1.9674 0.1620 0.3 0.5 -1.2 0.051
C 1.5527 2.4052 -0.2872 -2.3 1.5 -2.1 0.015
O -0.2811 -2.3658 0.6333 0.2 1.1 -2.1 0.001
H 1.9378 3.4179 -0.4781 -0.2 -0.5 0.0 0.055
C -0.1978 0.6937 -0.7437 0.4 -3.2 2.3 -0.260
H -3.8639 -0.2717 0.3551 0.9 0.4 0.9 0.103
H 2.0845 1.8687 0.4188 0.9 -1.4 1.2 0.020
H -3.5910 -1.0152 1.7221 1.0 -0.8 1.1 0.060
H 0.6237 -2.2315 0.8448 1.6 0.7 -0.4 0.025
H -1.0659 -0.1600 1.5311 -1.7 0.3 -1.3 0.134
O 4.3029 -1.5524 -0.6888 0.3 -0.5 1.6 -0.065

---

22
Properties=species:S:1:pos:R:3:forces:R:3:lowdin_charge:R:1 method="wB97M-V/def2-TZVPD" homo_ev="-7.06 / -7.37" fmax_ha_per_bohr=0.122
C 1.6641 1.1898 -1.4016 6.2 -0.6 0.7 -0.030
H 2.3005 0.8621 0.7623 -0.2 0.6 2.4 0.082
H -3.8199 -0.4341 1.2530 0.6 -0.2 0.2 0.041
S -1.9467 -0.1993 -0.3596 -0.8 0.1 3.5 0.593
H -2.3219 1.3137 1.7069 0.1 -0.4 -0.3 0.066
O -2.1286 0.6570 -1.4848 -0.4 -0.6 -1.7 -0.351
H 4.0528 -1.0003 1.3509 -1.4 0.0 -1.1 0.090
H 4.4983 -1.8506 -0.0425 1.9 -2.0 -2.2 0.008
H -0.7718 0.3319 1.3047 0.2 0.4 1.7 0.028
C 2.4211 0.5560 -0.2082 -0.7 -0.3 -3.7 -0.155
O 3.1040 -0.5213 -0.4784 -0.7 1.0 -1.5 -0.085
H -4.3743 -0.6679 -0.3463 0.9 -0.5 0.2 0.069
H 0.7280 0.8519 -1.4686 -3.5 -2.0 -1.2 -0.012
H 2.3940 1.2321 -2.3075 -1.9 -0.4 1.3 0.127
H -3.4151 -2.0320 0.4301 0.0 0.7 0.0 0.059
N -0.8582 -1.2537 -0.3402 -0.4 0.8 -2.1 -0.228
H 1.5494 2.1423 -1.0479 -0.2 3.0 0.5 0.029
H -0.6434 -1.6729 0.5325 0.0 -0.4 0.8 0.010
C -1.5780 0.9749 0.9802 0.9 -0.8 -0.3 -0.156
H -1.0391 1.7903 0.5255 -0.2 0.5 -0.3 0.049
C 3.7055 -1.3341 0.3073 0.4 0.6 4.9 -0.086
C -3.5207 -0.9360 0.3324 -0.9 0.5 -1.5 -0.148